(1)
Formula: C4H14N2O
Source: OMol25
Level of theory: ωB97M-V with the def2-TZVPD basis set

Results
ΔE to the lowest compared entry with this formula, charge and spin: 119.89 kcal/mol
spin multiplicity: 2
total charge: +3

Geometry as XYZ:
```
21
Properties=species:S:1:pos:R:3:forces:R:3:mulliken_charge:R:1
O 0.75952 1.97417 -0.05704 -0.64 0.89 -1.43 -0.446
N -1.86328 -0.95863 -0.15783 -0.93 -1.43 1.35 -0.280
N 1.70758 -1.11325 -3.08968 -2.74 -1.88 -6.20 -0.289
C -1.28005 -1.12218 1.24805 1.95 5.59 -0.74 -0.980
C 0.93975 2.14658 1.37741 2.85 0.52 0.60 -0.698
C 0.25043 -0.43050 1.37096 -4.33 0.63 -2.39 -0.537
C -0.01730 1.14498 1.26196 -1.96 -4.74 -0.85 0.427
H 0.67503 -0.90748 -3.15062 0.73 0.56 1.62 0.370
H 1.65093 -2.15378 -3.49704 1.53 1.54 1.88 0.466
H 2.09446 -0.49059 -3.88900 0.89 -0.41 2.00 0.454
H -1.39867 -2.11923 1.43072 -0.19 -2.34 1.70 0.498
H -1.70473 -1.86504 -0.62664 -0.31 0.65 -0.41 0.375
H -2.92297 -0.84307 0.01864 1.75 0.15 -1.12 0.410
H 1.97184 1.77269 1.36149 -0.17 0.42 2.06 0.332
H -1.09639 1.37032 0.98753 1.44 0.47 0.87 0.414
H -1.35907 -0.19500 -0.58465 -0.73 0.34 -0.85 0.312
H -1.81932 -0.29250 1.73481 -0.56 -1.73 1.03 0.507
H 1.29657 2.69217 -0.47642 -0.62 -0.26 -0.21 0.446
H 0.65673 -0.77402 2.26337 0.92 -0.05 1.97 0.473
H 0.81283 -0.88160 0.57629 0.88 0.43 -0.53 0.378
H 0.64610 3.04597 1.89769 0.24 0.65 -0.35 0.367
```
Forces are in eV/Å.


(2)
Formula: C2H4N4S2
Source: OMol25
Level of theory: ωB97M-V with the def2-TZVPD basis set

Results
ΔE to the lowest compared entry with this formula, charge and spin: 44.09 kcal/mol
structure (SMILES): Nc1nn(S)c(=S)[nH]1

Geometry as XYZ:
```
12
Properties=species:S:1:pos:R:3:forces:R:3:mulliken_charge:R:1
S -1.53425 -2.36525 0.95140 1.08 2.11 -0.96 -0.447
S -2.86796 0.63010 0.69657 -0.64 -1.06 1.29 -0.182
N -0.37782 1.26297 -0.23551 0.65 0.12 0.18 -0.803
N 0.51700 -0.78873 -0.23130 0.17 -1.49 0.29 -0.155
N 1.92562 1.10131 -0.79102 6.75 0.69 -0.71 -0.507
N -1.26970 0.35934 0.28484 1.94 -2.80 -0.92 0.447
C -0.75356 -0.92208 0.28427 -0.96 -0.02 0.67 0.184
C 0.71341 0.58319 -0.47086 -0.28 -0.35 0.68 0.450
H 2.37699 2.14696 -0.72555 -2.87 -3.47 0.05 0.291
H 1.08217 -1.70807 -0.34225 -0.95 2.78 0.17 0.287
H 2.88842 0.43151 -0.79674 -4.26 2.09 0.08 0.262
H -2.70031 -0.73125 1.37614 -0.62 1.40 -0.82 0.171
```
Forces are in eV/Å.


(3)
Formula: C7H11NO2
Source: OMol25
Level of theory: ωB97M-V with the def2-TZVPD basis set

Results
ΔE to the lowest compared entry with this formula, charge and spin: 125.84 kcal/mol

Geometry as XYZ:
```
21
Properties=species:S:1:pos:R:3:forces:R:3:mulliken_charge:R:1
O 1.86082 1.76161 1.10047 0.22 -0.08 -0.53 -0.512
O 3.34403 1.55907 -0.53073 0.02 -0.04 -0.09 -0.461
N -0.67442 0.63311 2.07153 0.86 -0.05 0.50 -0.172
C 1.03637 0.98826 -2.21589 0.18 -0.31 0.19 -1.153
C 2.10140 1.40485 -0.02394 -0.04 0.33 0.52 0.658
C -2.07677 -2.46820 0.03157 0.15 0.10 -0.13 -0.772
C 1.06278 0.77879 -0.90042 0.35 -0.47 -0.24 0.150
C -0.81792 0.55643 0.74719 -1.13 -1.79 0.23 -0.330
C 0.09816 -0.15849 -0.19889 0.03 0.35 0.01 -0.202
C -1.93062 -1.58607 1.01278 -0.16 0.69 -1.18 -0.144
H -0.42545 -0.26139 2.48994 -0.17 0.85 0.32 0.287
H -1.27969 1.44677 0.32241 -0.43 -0.33 -0.11 0.361
H 1.78056 1.58053 -2.73368 -0.08 0.23 0.08 0.368
H -2.67946 -3.37702 0.07520 0.15 -0.05 0.24 0.276
H 3.42438 1.11479 -1.38509 -0.10 0.04 0.08 0.313
H -2.43662 -1.82956 1.95622 0.02 0.42 0.11 0.209
H -1.58426 -2.34099 -0.93854 -0.15 0.13 0.01 0.095
H 0.30799 0.49116 -2.84257 -0.13 0.06 0.03 0.298
H -1.19318 1.31946 2.59939 0.18 -0.36 -0.08 0.208
H -0.50415 -0.63908 -0.97205 -0.05 0.12 0.08 0.077
H 0.58604 -0.97403 0.33509 0.28 0.15 -0.03 0.444
```
Forces are in eV/Å.


(4)
Formula: C19H26N2O5S
Source: OMol25
Level of theory: ωB97M-V with the def2-TZVPD basis set

Results
ΔE to the lowest compared entry with this formula, charge and spin: 0.78 kcal/mol
structure (SMILES): O=C(Nc1ccc(S(=O)(=O)N2CCCCC2)cc1)[C@H]1CCCC[C@H]1C(=O)O

Geometry as XYZ:
```
53
Properties=species:S:1:pos:R:3:forces:R:3:mulliken_charge:R:1
S -4.04331 -1.15532 -0.58050 0.21 0.20 0.13 1.401
O -4.63967 -2.18686 0.22593 0.18 0.11 0.16 -0.733
O -4.23286 -1.21430 -1.99980 0.04 0.24 -0.11 -0.755
O 4.78492 2.85433 -0.62470 -0.05 0.68 0.19 -0.476
O 2.48688 1.04020 -0.34584 -0.20 0.14 -0.07 -0.687
O 5.07090 0.96586 -1.76761 0.07 -0.13 -0.20 -0.569
N -4.51430 0.37148 -0.07112 0.42 -0.82 -0.38 0.235
N 1.76999 -0.89078 0.63407 -0.05 -0.36 0.20 -0.014
C -5.84658 2.61255 1.10449 0.24 0.14 -0.10 -0.720
C 6.46611 0.54482 1.00696 0.02 0.03 -0.26 -1.199
C 6.97650 -0.61830 0.16376 0.06 -0.10 0.22 -0.584
C -4.54096 0.49743 1.36887 0.22 0.12 0.64 -0.641
C 6.08105 -1.83778 0.35073 0.00 0.09 -0.26 -0.795
C -0.19581 0.03982 -0.48889 0.04 0.13 -0.11 -0.597
C 0.41056 -0.91845 0.32401 -0.36 0.01 -0.07 0.911
C -5.70630 0.89847 -0.70388 -0.32 0.16 -0.61 -0.752
C 2.71383 0.03281 0.28479 0.21 -0.25 0.43 0.251
C -1.54867 -0.04869 -0.75766 0.08 -0.07 0.01 -0.706
C 4.93186 1.52984 -0.71460 0.13 -0.03 0.02 0.206
C -2.29501 -1.07791 -0.21660 -0.64 -0.03 -0.02 -0.378
C 4.65549 -1.50110 -0.07466 0.07 -0.23 0.19 -0.740
C -0.35491 -1.95764 0.85775 0.03 0.11 -0.10 -0.781
C -1.70756 -2.03475 0.58854 -0.08 -0.07 0.02 -0.345
C 5.01200 0.89989 0.66517 -0.16 0.11 0.16 0.164
C 4.11025 -0.33837 0.76628 0.06 0.27 -0.43 -0.389
C -5.81165 2.39108 -0.40586 -0.12 -0.24 0.19 -0.625
C -4.61585 1.97510 1.74472 -0.19 -0.18 -0.04 -0.739
H 2.08867 -1.67668 1.18478 0.05 0.19 -0.11 0.235
H 6.09297 -2.14729 1.39972 0.02 -0.07 0.05 0.359
H 0.11462 -2.70372 1.48325 0.04 -0.08 0.07 0.356
H -5.60747 0.70559 -1.77249 -0.18 0.09 0.04 0.428
H 4.65470 -1.20487 -1.12375 -0.08 -0.07 0.01 0.314
H 6.45303 -2.66905 -0.24994 0.00 -0.06 0.06 0.372
H -2.04026 0.67396 -1.38809 0.03 0.17 -0.09 0.416
H 7.09569 1.42412 0.85894 0.01 0.03 0.10 0.384
H -6.74840 2.15496 1.51756 -0.08 0.02 0.04 0.327
H -3.62562 0.04155 1.75346 -0.08 0.05 0.17 0.425
H -2.32270 -2.82386 0.99111 -0.01 -0.12 0.10 0.506
H 4.06452 -0.64771 1.81791 -0.01 0.03 -0.04 0.633
H -5.39891 -0.04830 1.78874 0.08 0.02 0.00 0.300
H -6.71172 2.79194 -0.87341 0.02 0.00 -0.06 0.344
H 4.01306 -2.37824 0.03554 -0.03 0.00 -0.02 0.412
H -4.65360 2.07287 2.83055 0.06 -0.01 0.01 0.351
H -4.94445 2.90000 -0.82879 0.02 0.04 -0.09 0.294
H 6.97418 -0.33344 -0.88876 0.09 -0.01 -0.03 0.359
H 6.51218 0.27441 2.06522 0.02 0.04 0.04 0.446
H -6.60396 0.37920 -0.33474 0.01 0.04 -0.04 0.332
H 4.70978 3.24307 -1.51019 0.09 -0.30 0.01 0.383
H 4.65413 1.65990 1.36652 0.03 -0.12 -0.07 0.572
H 0.39811 0.83814 -0.90081 -0.03 0.01 -0.01 0.542
H 8.00217 -0.85540 0.45204 0.03 0.02 -0.04 0.343
H -3.71636 2.47533 1.38224 0.08 0.04 0.04 0.294
H -5.87578 3.68017 1.32899 -0.08 -0.01 0.04 0.332
```
Forces are in eV/Å.


Which of these has the lowest ΔE to the lowest compared entry with this formula, charge and spin? C19H26N2O5S


Repeat the second record exactly.
Formula: C2H4N4S2
Source: OMol25
Level of theory: ωB97M-V with the def2-TZVPD basis set

Results
ΔE to the lowest compared entry with this formula, charge and spin: 44.09 kcal/mol
structure (SMILES): Nc1nn(S)c(=S)[nH]1

Geometry as XYZ:
```
12
Properties=species:S:1:pos:R:3:forces:R:3:mulliken_charge:R:1
S -1.53425 -2.36525 0.95140 1.08 2.11 -0.96 -0.447
S -2.86796 0.63010 0.69657 -0.64 -1.06 1.29 -0.182
N -0.37782 1.26297 -0.23551 0.65 0.12 0.18 -0.803
N 0.51700 -0.78873 -0.23130 0.17 -1.49 0.29 -0.155
N 1.92562 1.10131 -0.79102 6.75 0.69 -0.71 -0.507
N -1.26970 0.35934 0.28484 1.94 -2.80 -0.92 0.447
C -0.75356 -0.92208 0.28427 -0.96 -0.02 0.67 0.184
C 0.71341 0.58319 -0.47086 -0.28 -0.35 0.68 0.450
H 2.37699 2.14696 -0.72555 -2.87 -3.47 0.05 0.291
H 1.08217 -1.70807 -0.34225 -0.95 2.78 0.17 0.287
H 2.88842 0.43151 -0.79674 -4.26 2.09 0.08 0.262
H -2.70031 -0.73125 1.37614 -0.62 1.40 -0.82 0.171
```
Forces are in eV/Å.